Entry 1:
C25H55BeNPS3 as an isolated structure in a non-equilibrium geometry. Source: the OMol25 dataset; level of theory: wB97M-V/def2-TZVPD.

CARTESIAN COORDINATES (ANGSTROEM)
C (1.9603, -4.4504, 0.1591)
C (1.6008, -5.4167, -0.9852)
C (0.6787, -4.8069, -2.0351)
C (-0.7330, -4.4891, -1.4842)
C (-0.9375, -2.9799, -1.2270)
C (-1.8824, -2.6857, -0.0606)
C (-1.3362, -3.0483, 1.3194)
C (-0.4599, -1.9607, 1.9944)
N (-0.7435, -0.5913, 1.5036)
C (-1.3317, 0.3080, 2.5193)
C (-2.3686, 1.2124, 1.8534)
C (-3.7391, 0.5224, 1.7536)
C (-4.3900, 0.8321, 0.3952)
C (-5.9080, 0.6062, 0.3997)
C (-6.4252, -0.1034, -0.8573)
C (-5.9230, 0.4897, -2.1825)
C (-6.1082, 2.0025, -2.2360)
C (0.3725, 0.0142, 0.9149)
S (0.2584, 0.5467, -0.6024)
S (1.8295, 0.2878, 1.9448)
C (3.1307, -0.8237, 1.3436)
C (3.5187, -0.7028, -0.1317)
C (4.6563, 0.2507, -0.4101)
P (4.3931, 2.0784, 0.2049)
C (4.2102, 3.8602, 0.9655)
C (3.4032, 3.8646, 2.2585)
C (4.4017, 2.7810, -1.6395)
S (2.7898, 2.8320, -2.3468)
C (1.7611, 3.9027, -1.3112)
C (1.8634, 5.3964, -1.6411)
H (3.0338, -4.5062, 0.3336)
H (1.7449, -3.4201, -0.0893)
H (1.4843, -4.7382, 1.0898)
H (2.5234, -5.6977, -1.4813)
H (1.0917, -6.2750, -0.5628)
H (1.1071, -3.9200, -2.4899)
H (0.5588, -5.5560, -2.8145)
H (-1.4929, -4.8095, -2.1862)
H (-0.8644, -5.0727, -0.5751)
H (0.0134, -2.4740, -1.0869)
H (-1.4058, -2.5888, -2.1243)
H (-2.7451, -3.3268, -0.2397)
H (-2.2448, -1.6656, -0.1066)
H (-2.1707, -3.3338, 1.9513)
H (-0.7122, -3.9270, 1.1876)
H (-0.6862, -2.0013, 3.0544)
H (0.5946, -2.2077, 1.9072)
H (-0.5720, 0.9085, 3.0253)
H (-1.8480, -0.2546, 3.2892)
H (-2.0528, 1.3892, 0.8309)
H (-2.4288, 2.1836, 2.3373)
H (-4.3934, 0.7902, 2.5759)
H (-3.5275, -0.5450, 1.7603)
H (-3.8868, 0.2101, -0.3386)
H (-4.1576, 1.8633, 0.1422)
H (-6.4173, 1.5529, 0.5304)
H (-6.1466, -0.0085, 1.2641)
H (-7.5090, 0.0156, -0.8576)
H (-6.2161, -1.1660, -0.7989)
H (-4.8741, 0.2179, -2.2671)
H (-6.4324, -0.0099, -2.9977)
H (-6.8555, 2.3373, -1.5273)
H (-5.1855, 2.5138, -1.9905)
H (-6.4322, 2.3595, -3.2079)
H (3.9925, -0.5748, 1.9508)
H (2.9035, -1.8527, 1.5798)
H (2.6933, -0.4547, -0.7932)
H (3.8691, -1.6837, -0.4498)
H (5.6192, -0.0684, 0.0961)
H (4.8545, 0.2135, -1.4765)
H (2.9489, 1.9079, 0.1084)
H (4.4364, 1.5493, 1.5759)
H (5.8528, 2.2229, 0.2577)
H (5.2099, 4.2320, 1.1485)
H (3.7212, 4.5356, 0.2761)
H (3.9965, 3.5382, 3.0995)
H (2.5175, 3.2518, 2.1162)
H (3.0730, 4.8891, 2.3971)
H (4.7818, 3.7981, -1.6099)
H (5.0419, 2.2301, -2.3185)
H (0.7442, 3.5601, -1.4560)
H (1.9669, 3.7634, -0.2642)
H (2.8585, 5.7053, -1.9323)
H (1.5454, 5.9497, -0.7640)
H (1.1626, 5.6659, -2.4203)
Be (6.7736, -0.9450, 0.9623)

Calculated values
Kohn-Sham gap = 4.06 eV
charge = +1
ΔE to the lowest compared entry with this formula, charge and spin = 0.0 kJ/mol

Charges obtained by Löwdin population analysis, quoted in units of e:
1. C -0.104
2. C -0.242
3. C -0.215
4. C -0.185
5. C -0.210
6. C -0.205
7. C -0.148
8. C -0.154
9. N -0.221
10. C -0.189
11. C -0.182
12. C -0.192
13. C -0.208
14. C -0.204
15. C -0.219
16. C -0.258
17. C -0.101
18. C -1.030
19. S 0.806
20. S 0.913
21. C -0.473
22. C -0.304
23. C -0.319
24. P 0.602
25. C -0.290
26. C -0.134
27. C -0.581
28. S 0.945
29. C -0.525
30. C -0.132
31. H 0.066
32. H 0.041
33. H 0.069
34. H 0.100
35. H 0.106
36. H 0.105
37. H 0.104
38. H 0.108
39. H 0.101
40. H 0.068
41. H 0.111
42. H 0.115
43. H 0.081
44. H 0.109
45. H 0.082
46. H 0.115
47. H 0.084
48. H 0.094
49. H 0.125
50. H 0.069
51. H 0.116
52. H 0.114
53. H 0.103
54. H 0.098
55. H 0.106
56. H 0.102
57. H 0.104
58. H 0.108
59. H 0.105
60. H 0.088
61. H 0.100
62. H 0.068
63. H 0.063
64. H 0.068
65. H 0.037
66. H 0.061
67. H 0.060
68. H 0.120
69. H -0.180
70. H 0.090
71. H -0.019
72. H 0.040
73. H 0.014
74. H 0.093
75. H 0.053
76. H 0.079
77. H 0.046
78. H 0.087
79. H 0.048
80. H 0.043
81. H 0.061
82. H 0.032
83. H 0.068
84. H 0.079
85. H 0.075
86. Be 0.578

=====

Entry 2:
One molecule with the formula C5H6O2 in a non-equilibrium geometry. Source: the OMol25 dataset; level of theory: wB97M-V/def2-TZVPD.

CARTESIAN COORDINATES (ANGSTROEM)
C (-0.7977, -1.1048, 0.8360)
C (0.4512, -0.7573, 1.1157)
C (0.7249, 0.5988, 0.2657)
C (0.6442, 0.3949, -1.2248)
O (-0.7427, -0.0963, -1.3085)
C (-1.2532, 0.0965, -0.0115)
O (-0.4618, 1.2046, 0.5711)
H (-1.5530, -1.8647, 0.8902)
H (1.2260, -1.2343, 1.7619)
H (1.6901, 1.0455, 0.5353)
H (0.8934, 1.5490, -1.6112)
H (1.5093, -0.2837, -1.6599)
H (-2.3306, 0.4520, -0.1600)

Calculated values
Kohn-Sham gap = 10.31 eV
ΔE to the lowest compared entry with this formula, charge and spin = 316.9 kJ/mol

Charges obtained by Löwdin population analysis, quoted in units of e:
1. C 0.005
2. C 0.014
3. C -0.365
4. C -0.115
5. O -0.079
6. C -0.295
7. O -0.043
8. H 0.105
9. H 0.111
10. H 0.149
11. H 0.174
12. H 0.156
13. H 0.183

=====

Entry 3:
One molecule with the formula C2H4NO2P in a non-equilibrium geometry. Source: the OMol25 dataset; level of theory: wB97M-V/def2-TZVPD.

CARTESIAN COORDINATES (ANGSTROEM)
C (-1.1820, 0.0379, 0.1444)
C (-0.9617, -1.3048, 0.1997)
N (0.1004, 0.9689, 0.0603)
O (-2.1078, 0.8173, 0.1049)
O (2.1370, -0.7234, 0.0802)
P (1.6824, 0.6752, 0.0310)
H (-0.1003, -1.9158, 0.0972)
H (-1.8994, -1.7951, 0.2140)
H (-0.3082, 1.9754, -0.1292)
H (2.6397, 1.2644, -0.8025)

Calculated values
Kohn-Sham gap (spin up / spin down) = 8.74 / 4.86 eV
ΔE to the lowest compared entry with this formula, charge and spin = 396.8 kJ/mol

Charges obtained by Löwdin population analysis, quoted in units of e:
1. C -0.532
2. C 0.132
3. N -0.162
4. O 0.026
5. O -0.421
6. P 0.697
7. H 0.050
8. H 0.064
9. H 0.154
10. H -0.009

=====

Entry 4:
C37H16F18GeN2OPRhS as an isolated structure in a non-equilibrium geometry. Source: the OMol25 dataset; level of theory: wB97M-V/def2-TZVPD.

CARTESIAN COORDINATES (ANGSTROEM)
Rh (-1.0846, 0.9290, 0.6503)
N (-2.1055, 2.2460, 2.0313)
C (-2.2271, 1.7628, 3.4162)
C (-3.2647, 2.1798, 4.2181)
C (-3.3518, 1.6976, 5.5223)
C (-2.4099, 0.8014, 6.0031)
C (-1.3868, 0.3611, 5.1692)
C (-1.2966, 0.8670, 3.8782)
P (-0.0756, 0.3185, 2.7030)
C (0.4170, -1.3210, 3.1358)
C (1.7557, -1.6015, 3.4264)
C (2.1089, -2.8826, 3.8132)
C (1.1498, -3.8830, 3.8688)
C (-0.1823, -3.6067, 3.5707)
C (-0.5553, -2.3295, 3.1991)
C (1.3564, 1.4015, 2.7787)
C (1.4736, 2.3702, 3.7725)
C (2.5653, 3.2352, 3.7542)
C (3.5119, 3.1502, 2.7425)
C (3.4038, 2.1744, 1.7561)
C (2.3217, 1.3074, 1.7618)
H (-1.5417, 3.0934, 2.0136)
H (-3.0259, 2.4835, 1.6636)
H (-4.0051, 2.8793, 3.8422)
H (-4.1663, 2.0218, 6.1567)
H (-2.4795, 0.4256, 7.0151)
H (-0.6674, -0.3693, 5.5174)
H (2.5065, -0.8241, 3.3784)
H (3.1378, -3.1022, 4.0665)
H (1.4415, -4.8918, 4.1322)
H (-0.9253, -4.3925, 3.6123)
H (-1.5892, -2.1147, 2.9598)
H (0.7326, 2.4441, 4.5598)
H (2.6756, 3.9753, 4.5368)
H (4.3368, 3.8506, 2.7205)
H (4.1522, 2.0971, 0.9778)
H (2.2295, 0.5495, 0.9891)
F (1.0968, -2.0973, -4.5580)
C (1.2973, -2.3605, -3.2649)
C (0.6899, -1.5434, -2.3209)
C (0.9399, -1.8368, -1.0030)
F (0.4388, -1.0433, 0.0037)
C (1.7198, -2.9048, -0.6172)
F (1.9388, -3.1539, 0.6720)
C (2.2863, -3.7147, -1.5828)
F (3.0255, -4.7455, -1.2190)
C (2.0887, -3.4357, -2.9221)
F (2.6530, -4.1920, -3.8449)
Ge (-0.4107, -0.1293, -3.0696)
S (-1.5971, 1.1171, -1.6317)
C (-1.7674, -0.7938, -4.2564)
C (-2.4185, 0.1183, -5.0721)
F (-2.1261, 1.4197, -4.9454)
C (-3.3475, -0.2734, -6.0053)
F (-3.9507, 0.6125, -6.7846)
C (-3.6535, -1.6187, -6.1162)
F (-4.5511, -2.0130, -6.9984)
C (-3.0423, -2.5520, -5.2990)
F (-3.3517, -3.8367, -5.4121)
C (-2.1163, -2.1301, -4.3719)
F (-1.5482, -3.0444, -3.5737)
C (0.8800, 1.0574, -3.9095)
C (1.7295, 1.7694, -3.0795)
F (1.6382, 1.5987, -1.7271)
C (2.6810, 2.6381, -3.5527)
F (3.4772, 3.3030, -2.7153)
C (2.8016, 2.8072, -4.9205)
F (3.7013, 3.6462, -5.3987)
C (1.9938, 2.0936, -5.7854)
F (2.1442, 2.2381, -7.0908)
C (1.0444, 1.2264, -5.2754)
F (0.3040, 0.5312, -6.1336)
F (-2.4981, -1.4377, 0.3040)
C (-2.7555, -0.2653, 0.8579)
F (-3.8056, 0.2943, 0.2649)
F (-3.0955, -0.4681, 2.1353)
O (0.2863, 3.4547, 0.5066)
N (0.2430, 2.3614, 0.3998)

Calculated values
Kohn-Sham gap (spin up / spin down) = 4.37 / 4.36 eV
charge = +2
ΔE to the lowest compared entry with this formula, charge and spin = 61.7 kJ/mol

Charges obtained by Löwdin population analysis, quoted in units of e:
1. Rh 0.689
2. N 0.070
3. C -0.302
4. C 0.009
5. C -0.011
6. C -0.018
7. C -0.027
8. C -0.328
9. P 1.083
10. C -0.355
11. C -0.061
12. C -0.045
13. C -0.026
14. C -0.034
15. C -0.070
16. C -0.385
17. C -0.055
18. C -0.031
19. C -0.029
20. C -0.036
21. C -0.136
22. H 0.109
23. H 0.136
24. H 0.134
25. H 0.130
26. H 0.128
27. H 0.127
28. H 0.109
29. H 0.125
30. H 0.126
31. H 0.124
32. H 0.103
33. H 0.113
34. H 0.125
35. H 0.126
36. H 0.126
37. H 0.105
38. F 0.125
39. C -0.219
40. C -0.131
41. C -0.184
42. F -0.025
43. C -0.129
44. F 0.136
45. C -0.116
46. F 0.173
47. C -0.124
48. F 0.173
49. Ge 0.787
50. S 0.407
51. C -0.160
52. C -0.238
53. F 0.092
54. C -0.130
55. F 0.158
56. C -0.113
57. F 0.175
58. C -0.131
59. F 0.155
60. C -0.206
61. F 0.108
62. C -0.135
63. C -0.214
64. F 0.012
65. C -0.138
66. F 0.132
67. C -0.119
68. F 0.172
69. C -0.126
70. F 0.166
71. C -0.205
72. F 0.130
73. F 0.131
74. C -0.702
75. F 0.091
76. F 0.105
77. O 0.268
78. N 0.003

=====

Entry 5:
A 2-piece molecular cluster, C3H6N2O overall in a non-equilibrium geometry. Source: the OMol25 dataset; level of theory: wB97M-V/def2-TZVPD.

CARTESIAN COORDINATES (ANGSTROEM)
C (-1.3456, 0.7354, 0.3333)
C (-0.2760, 1.2145, 1.0008)
N (0.5739, 0.1587, 1.1836)
C (-0.0127, -0.9138, 0.6280)
N (-1.1591, -0.6164, 0.0970)
H (-2.2421, 1.1581, -0.0857)
H (-0.0700, 2.1994, 1.3922)
H (1.4418, 0.2879, 1.6739)
H (0.3695, -1.9216, 0.5417)
O (1.5023, -0.4019, -2.4906)
H (0.7402, 0.1469, -2.2722)
H (1.1210, -1.2664, -2.6710)

Calculated values
Kohn-Sham gap = 9.99 eV
ΔE to the lowest compared entry with this formula, charge and spin = 89.7 kJ/mol

Charges obtained by Löwdin population analysis, quoted in units of e:
1. C -0.164
2. C -0.131
3. N 0.051
4. C -0.246
5. N 0.034
6. H 0.092
7. H 0.107
8. H 0.150
9. H 0.118
10. O -0.066
11. H 0.025
12. H 0.033

=====

Entry 6:
One molecule with the formula C3H3N3S2 in a non-equilibrium geometry. Source: the OMol25 dataset; level of theory: wB97M-V/def2-TZVPD.

CARTESIAN COORDINATES (ANGSTROEM)
S (-2.9493, -0.7629, -0.0014)
C (-1.3656, -1.1014, -0.0026)
N (-0.3577, -0.1666, 0.0013)
C (-0.4818, 1.2212, -0.0043)
N (0.6629, 1.8139, -0.0029)
N (1.5631, 0.7743, 0.0003)
C (1.0187, -0.4565, -0.0072)
S (1.7489, -1.9273, -0.0013)
H (-0.9678, -2.0904, 0.0013)
H (-1.4577, 1.7325, 0.0074)
H (2.5863, 0.9632, 0.0094)

Calculated values
Kohn-Sham gap = 7.78 eV
ΔE to the lowest compared entry with this formula, charge and spin = 4.0 kJ/mol

Charges obtained by Löwdin population analysis, quoted in units of e:
1. S 0.703
2. C -0.644
3. N -0.109
4. C -0.140
5. N 0.088
6. N 0.000
7. C -0.848
8. S 0.623
9. H 0.029
10. H 0.122
11. H 0.175